Entry 1:
C3H4N2O3 | ωB97M-V/def2-TZVPD

Geometry as XYZ:
```
12
Properties=species:S:1:pos:R:3:lowdin_charge:R:1
N -1.43 1.69 0.36 0.077
N -0.72 0.70 -0.51 -0.015
O 0.70 0.93 -0.19 0.012
C 1.35 -0.17 0.04 -0.467
O 2.64 -0.12 0.05 0.140
C 0.41 -1.25 0.20 0.056
C -0.94 -0.79 -0.15 -0.382
O -1.98 -1.47 0.01 0.021
H -2.18 2.21 -0.12 0.090
H -1.80 1.06 1.09 0.088
H 2.70 0.94 0.35 0.242
H 0.50 -2.39 0.24 0.138
```

Results
energy relative to the best compared isomer or geometry (same formula, charge and spin) = 104.9 kcal per mole
maximum force = 6.7 eV/Å
SMILES = Nn1oc(O)cc1=O
LUMO level = 0.211 eV

---

Entry 2:
C3H4N2O3 | ωB97M-V/def2-TZVPD

Geometry as XYZ:
```
12
Properties=species:S:1:pos:R:3:lowdin_charge:R:1
O -3.13 -0.26 -0.41 0.049
C -2.13 -0.02 0.31 -0.120
C -0.61 -0.05 0.00 -0.313
O -0.01 -1.18 0.62 -0.054
N 1.24 -1.36 0.09 0.049
C 1.91 -0.31 -0.22 -0.192
N 1.36 0.91 -0.08 0.028
O 0.12 1.00 0.72 -0.012
H -2.21 0.26 1.49 0.169
H -0.69 0.05 -1.02 0.133
H 2.89 -0.53 -0.62 0.132
H 1.26 1.50 -0.88 0.132
```

Results
energy relative to the best compared isomer or geometry (same formula, charge and spin) = 148.5 kcal per mole
maximum force = 5.0 eV/Å
SMILES = O=C[C@@H]1ON=CNO1
LUMO level = -0.034 eV

---

Entry 3:
C3H4N2O3 | ωB97M-V/def2-TZVPD

Geometry as XYZ:
```
12
Properties=species:S:1:pos:R:3:lowdin_charge:R:1
N 1.82 1.75 0.62 0.118
C 1.13 0.95 0.20 -0.114
C -0.29 0.07 -0.39 -0.444
N -1.38 0.71 0.30 0.135
O -0.35 0.12 -1.77 0.049
C 0.27 -1.28 -0.05 -0.439
O 0.85 -1.97 -0.84 0.164
O 0.26 -1.51 1.33 0.086
H -1.02 1.21 1.12 0.103
H -1.75 1.38 -0.32 0.081
H 0.10 -0.71 -2.11 0.135
H 0.36 -0.73 1.91 0.124
```

Results
energy relative to the best compared isomer or geometry (same formula, charge and spin) = 49.1 kcal per mole
maximum force = 3.7 eV/Å
SMILES = N#C[C@@](N)(O)C(=O)O
LUMO level = -0.139 eV

---

Entry 4:
C3H4N2O3 | ωB97M-V/def2-TZVPD

Geometry as XYZ:
```
12
Properties=species:S:1:pos:R:3:lowdin_charge:R:1
H 2.77 1.26 -0.28 0.035
N 2.81 0.31 -0.68 0.087
C 1.79 -0.40 -0.22 -0.216
N 0.90 -0.04 0.86 -0.011
O -0.29 -0.64 0.59 -0.032
C -1.24 0.29 0.28 -0.403
O -1.04 1.48 0.14 0.139
C -2.42 -0.47 -0.21 -0.175
O -3.42 0.10 -0.41 0.158
H 1.62 -1.39 -0.57 0.102
H 0.77 1.06 0.91 0.172
H -2.25 -1.55 -0.41 0.144
```

Results
energy relative to the best compared isomer or geometry (same formula, charge and spin) = 85.2 kcal per mole
maximum force = 4.3 eV/Å
SMILES = [H]/N=C\NOC(=O)C=O
LUMO level = -0.796 eV

---

Entry 5:
C3H4N2O4 | ωB97M-V/def2-TZVPD

Geometry as XYZ:
```
13
Properties=species:S:1:pos:R:3:lowdin_charge:R:1
C -1.24 -0.39 0.11 -0.264
C -0.34 -1.30 -0.24 -0.031
C -0.61 0.89 0.22 -0.380
H -2.97 0.34 0.14 0.129
H -0.45 -2.36 -0.54 0.149
H 2.60 -0.44 0.87 0.258
H 1.93 1.71 -1.11 0.187
N 0.95 -0.83 -0.39 -0.072
N 0.63 0.57 -0.25 -0.137
O -2.55 -0.53 0.02 0.120
O 1.57 -1.10 0.87 -0.095
O 1.63 1.47 -0.14 0.033
O -1.17 1.96 0.44 0.101
```

Results
energy relative to the best compared isomer or geometry (same formula, charge and spin) = 156.2 kcal per mole
maximum force = 5.8 eV/Å
LUMO level = 0.116 eV

---

Entry 6:
C3H4N2OS | ωB97M-V/def2-TZVPD

Geometry as XYZ:
```
11
Properties=species:S:1:pos:R:3:lowdin_charge:R:1
N -1.96 -0.94 -0.13 0.152
C -0.91 -0.11 -0.18 -0.593
N -0.92 1.21 -0.23 0.116
C 0.43 1.47 -0.05 -0.152
C 1.16 0.32 0.06 -0.626
S 2.73 -0.35 -0.26 0.796
O 0.16 -0.77 0.05 0.017
H -1.63 -1.92 -0.22 0.133
H -2.95 -0.56 -0.17 0.150
H 0.87 2.51 0.20 0.144
H 3.02 -0.87 0.94 -0.136
```

Results
energy relative to the best compared isomer or geometry (same formula, charge and spin) = 32.4 kcal per mole
maximum force = 3.7 eV/Å
SMILES = Nc1ncc(S)o1
LUMO level = 0.748 eV

---

Entry 7:
C3H4N2OS | ωB97M-V/def2-TZVPD

Geometry as XYZ:
```
11
Properties=species:S:1:pos:R:3:lowdin_charge:R:1
N 2.16 2.13 0.64 0.169
N 1.42 2.27 1.47 -0.830
S 0.71 2.59 2.74 0.671
C -0.46 -1.02 0.36 -0.110
C -0.64 -0.43 -1.02 -0.169
C -0.58 -1.12 -2.08 -0.276
O -0.57 -1.60 -3.10 0.212
H 0.43 -0.60 0.76 0.029
H -0.38 -2.17 0.32 0.106
H -1.30 -0.72 1.02 0.077
H -0.79 0.65 -1.10 0.121
```

Results
energy relative to the best compared isomer or geometry (same formula, charge and spin) = 64.6 kcal per mole
maximum force = 4.8 eV/Å
SMILES = N#[N+][S-].CC=C=O
LUMO level = 0.296 eV

---

Entry 8:
C3H4N2OS | ωB97M-V/def2-TZVPD

Geometry as XYZ:
```
11
Properties=species:S:1:pos:R:3:lowdin_charge:R:1
O 0.98 1.98 -0.40 0.102
C 0.74 0.84 -0.20 -0.466
N 1.59 -0.25 -0.37 0.065
N 1.03 -1.51 -0.09 0.071
C -0.13 -1.33 0.32 -0.181
C -0.56 0.20 0.43 -0.421
S -2.33 0.32 -0.28 0.733
H 2.24 -0.06 -1.05 0.112
H -0.59 -2.12 0.80 0.087
H -0.68 0.39 1.49 0.094
H -2.28 1.55 -0.66 -0.194
```

Results
energy relative to the best compared isomer or geometry (same formula, charge and spin) = 44.3 kcal per mole
maximum force = 3.5 eV/Å
SMILES = O=C1NN=C[C@@H]1S
LUMO level = 0.338 eV

---

Entry 9:
C3H4N2OS | ωB97M-V/def2-TZVPD

Geometry as XYZ:
```
11
Properties=species:S:1:pos:R:3:lowdin_charge:R:1
C -2.30 0.26 0.36 -0.351
C -3.37 -0.45 0.13 -0.145
C 0.42 0.02 0.47 -0.540
N -1.74 1.30 -0.34 -0.418
N 1.76 -0.06 0.70 -0.018
O -4.44 -0.93 -0.06 0.135
S -0.15 1.31 -0.31 1.017
H -1.71 0.17 1.27 0.092
H 2.18 -0.98 0.80 0.095
H 2.39 0.67 0.31 0.102
H -0.08 -0.82 0.57 0.031
```

Results
energy relative to the best compared isomer or geometry (same formula, charge and spin) = 99.2 kcal per mole
maximum force = 4.2 eV/Å
LUMO level (alpha / beta) = 0.225 / 0.226 eV

---

Entry 10:
C3H4N2OS | ωB97M-V/def2-TZVPD

Geometry as XYZ:
```
11
Properties=species:S:1:pos:R:3:lowdin_charge:R:1
O -0.18 1.81 -0.47 -0.012
C 0.06 0.74 0.36 -0.375
C 1.39 0.06 0.07 -0.084
N 1.28 -1.14 -0.24 0.074
N -0.06 -1.49 -0.19 0.003
C -0.87 -0.44 0.03 -0.773
S -2.51 -0.30 -0.03 0.670
H -1.12 1.75 -0.71 0.064
H -0.03 0.97 1.41 0.148
H 2.36 0.45 0.30 0.120
H -0.33 -2.42 -0.54 0.166
```

Results
energy relative to the best compared isomer or geometry (same formula, charge and spin) = 39.0 kcal per mole
maximum force = 1.9 eV/Å
SMILES = O[C@@H]1C=NNC1=S
LUMO level = -0.182 eV

---

Q: The lowest energy relative to the best compared isomer or geometry (same formula, charge and spin) belongs to which entry?
A: number 6

---

Q: Look up the energy relative to the best compared isomer or geometry (same formula, charge and spin) of the fourth one.
A: 85.2 kcal per mole

---

Q: Number 3 is which compound?
A: C3H4N2O3

---

Q: Number 4 is which compound?
A: C3H4N2O3